Entry 1:
Formula: C2H2N4O
Source: the Open Molecules 2025 dataset
Level of theory: wB97M-V/def2-TZVPD

Molecular weight = 98.06 Da
Calculated total energy = -10110.71795 eV
Relative energy (zero: lowest compared OMol25 entry of this formula, charge and spin) = 36.6 kcal/mol
LUMO = -1.18 eV
SMILES string = [H]/N=c1/ncnno1

Each line ends with the natural charge from an NBO analysis.
Cartesian coordinates (Å):
C (0.475, -0.731, -0.094)  0.5941
C (-1.010, 0.865, -0.767)  0.2567
H (1.898, -1.956, 0.501)  0.3719
H (-1.621, 1.414, -1.444)  0.2067
N (1.277, -1.693, -0.300)  -0.6242
N (-0.371, -0.198, -1.058)  -0.4222
N (-0.889, 1.491, 0.518)  -0.2756
N (-0.133, 1.004, 1.410)  0.2211
O (0.373, -0.195, 1.234)  -0.3285



Entry 2:
Formula: C17H20Cl4O3W
Source: the Open Molecules 2025 dataset
Level of theory: wB97M-V/def2-TZVPD

Molecular weight = 598.00 Da
Calculated total energy = -76013.95358 eV
Charge = -2
Relative energy (zero: lowest compared OMol25 entry of this formula, charge and spin) = 9.3 kcal/mol
⟨S²⟩ = 2.012
Multiplicity = 3
LUMO (alpha / beta) = 4.15 / 4.15 eV

Each line ends with the natural charge from an NBO analysis.
Cartesian coordinates (Å):
C (-0.878, 0.598, -3.712)  -0.0338
C (-1.748, -0.503, -3.488)  -0.0118
C (-0.946, -1.620, -3.059)  -0.1406
C (-3.232, -0.522, -3.664)  -0.6536
C (0.457, -1.236, -3.073)  -0.2252
C (0.500, 0.150, -3.523)  -0.0609
C (1.531, 1.132, -3.219)  -0.7929
C (-1.286, 1.968, -4.133)  -0.6560
C (-1.424, -3.007, -2.846)  -0.6211
C (1.593, -2.111, -2.652)  -0.6202
W (-0.394, -0.200, -1.392)  1.4160
Cl (-4.348, 2.839, -1.020)  -0.9927
Cl (1.307, -0.470, 0.278)  -0.3634
Cl (-2.152, -1.162, -0.338)  -0.3101
H (-3.632, 0.449, -3.405)  0.2683
H (-3.678, -1.252, -2.991)  0.2301
H (-3.535, -0.779, -4.677)  0.2063
H (-2.429, -3.104, -2.430)  0.2338
H (-0.724, -3.578, -2.235)  0.2261
H (-1.434, -3.439, -3.849)  0.2014
H (1.277, -2.896, -1.940)  0.2302
H (2.390, -1.530, -2.170)  0.2474
H (2.008, -2.604, -3.539)  0.1965
H (2.489, 0.703, -2.832)  0.2216
H (0.991, 1.672, -2.231)  0.3597
H (1.637, 1.897, -3.985)  0.2121
H (-2.307, 2.232, -3.830)  0.2651
H (-1.196, 2.040, -5.224)  0.2064
H (-0.636, 2.726, -3.683)  0.2398
O (0.064, 1.673, -1.246)  -0.9965
H (0.304, 2.220, -0.519)  0.5144
Cl (0.539, 1.236, 9.611)  -0.0400
C (0.930, 0.902, 7.982)  -0.1053
C (2.169, 0.237, 7.667)  -0.2437
C (2.464, 0.004, 6.323)  -0.1998
C (1.602, 0.394, 5.324)  -0.0738
C (0.428, 1.016, 5.621)  -0.2030
C (0.042, 1.282, 6.919)  -0.2327
C (1.979, 0.122, 3.833)  0.7597
O (2.278, 1.123, 3.206)  -0.7216
O (1.898, -1.143, 3.577)  -0.7801
H (2.814, -0.050, 8.477)  0.1991
H (3.425, -0.507, 6.090)  0.2130
H (-0.260, 1.337, 4.803)  0.2262
H (-0.878, 1.761, 7.194)  0.2057



Entry 3:
Formula: C4H11ClN2O
Source: the Open Molecules 2025 dataset
Level of theory: wB97M-V/def2-TZVPD

Molecular weight = 138.60 Da
Calculated total energy = -21874.88941 eV
Relative energy (zero: lowest compared OMol25 entry of this formula, charge and spin) = 31.4 kcal/mol
LUMO = 0.73 eV

Each line ends with the natural charge from an NBO analysis.
Cartesian coordinates (Å):
C (1.555, -0.368, 0.716)  -0.6564
C (-0.450, -2.088, 0.186)  -0.6598
C (0.043, -0.242, 0.612)  0.3071
C (-0.307, 0.823, -0.533)  0.4774
N (0.101, 2.060, -0.179)  -0.8157
N (-0.042, 0.604, -1.870)  -0.8101
O (-0.513, 0.077, 1.805)  -0.7287
Cl (-2.459, 0.765, -0.293)  -0.4858
H (1.973, 0.567, 0.572)  0.2158
H (1.892, -1.228, 0.033)  0.2240
H (1.770, -0.710, 1.818)  0.2291
H (0.113, -2.395, -0.679)  0.1867
H (-1.609, -2.082, -0.018)  0.2297
H (-0.136, -2.485, 1.174)  0.2177
H (0.113, 2.743, -0.954)  0.3837
H (0.125, 2.574, 0.667)  0.4149
H (-0.321, -0.301, -2.101)  0.3821
H (-0.540, 1.084, -2.557)  0.3895
H (-1.310, 0.602, 1.603)  0.4989



Entry 4:
Formula: C4H8N2O
Source: the Open Molecules 2025 dataset
Level of theory: wB97M-V/def2-TZVPD

Molecular weight = 100.12 Da
Calculated total energy = -9303.01950 eV
Relative energy (zero: lowest compared OMol25 entry of this formula, charge and spin) = 77.8 kcal/mol
LUMO = 0.37 eV
SMILES string = CC(=O)C/C=N\N

Each line ends with the natural charge from an NBO analysis.
Cartesian coordinates (Å):
C (-0.930, -0.223, -0.427)  -0.5623
C (-0.313, -0.708, 2.056)  -0.7127
C (-0.260, 0.212, 0.864)  0.5797
N (0.898, 1.215, -2.080)  -0.6155
C (0.434, -0.652, -0.876)  -0.0364
N (1.345, 0.136, -1.460)  -0.1809
O (0.126, 1.405, 1.015)  -0.5964
H (1.643, 1.736, -2.539)  0.3690
H (0.315, 1.843, -1.517)  0.3673
H (-1.598, -1.074, -0.295)  0.2315
H (-1.370, 0.614, -0.969)  0.2375
H (0.683, -1.721, -0.850)  0.2117
H (0.703, -1.009, 2.319)  0.2457
H (-0.914, -1.599, 1.860)  0.2114
H (-0.763, -0.176, 2.898)  0.2506



Entry 5:
Formula: C6H13N2STc
Source: the Open Molecules 2025 dataset
Level of theory: wB97M-V/def2-TZVPD

Molecular weight = 243.25 Da
Calculated total energy = -22438.14988 eV
Charge = +1
Relative energy (zero: lowest compared OMol25 entry of this formula, charge and spin) = 0.0 kcal/mol
⟨S²⟩ = 3.773
Multiplicity = 4
LUMO (alpha / beta) = -3.92 / -3.94 eV

Each line ends with the natural charge from an NBO analysis.
Cartesian coordinates (Å):
C (-0.328, -3.363, 0.706)  -0.8609
Tc (2.839, 0.219, -0.761)  0.6074
N (4.166, 1.381, -1.952)  -1.0429
H (4.106, -0.224, 0.125)  -0.1369
H (3.880, 1.447, -2.943)  0.4034
H (0.682, -3.634, 0.972)  0.2248
H (-0.624, -4.234, 0.114)  0.2250
H (-0.515, -2.440, 0.170)  0.1983
H (-0.942, -3.342, 1.633)  0.2131
H (4.298, 2.355, -1.653)  0.4128
H (5.116, 1.007, -2.032)  0.4171
S (1.238, 0.912, 0.601)  -0.2573
C (-0.545, 0.864, 0.401)  0.1296
N (-1.242, 0.862, 1.595)  -0.4659
C (-2.608, 0.801, 1.668)  0.0915
C (-3.353, 0.866, 0.508)  -0.2601
C (-2.683, 0.987, -0.710)  -0.0797
C (-1.289, 0.959, -0.774)  -0.2653
H (-0.722, 0.896, 2.463)  0.4490
H (-3.045, 0.712, 2.655)  0.2447
H (-4.439, 0.836, 0.546)  0.2587
H (-3.254, 1.114, -1.627)  0.2469
H (-0.735, 1.018, -1.704)  0.2470



Entry 6:
Formula: C4H10S2
Source: the Open Molecules 2025 dataset
Level of theory: wB97M-V/def2-TZVPD

Molecular weight = 122.26 Da
Calculated total energy = -25976.87137 eV
Relative energy (zero: lowest compared OMol25 entry of this formula, charge and spin) = 94.8 kcal/mol
LUMO = -0.81 eV

Each line ends with the natural charge from an NBO analysis.
Cartesian coordinates (Å):
C (1.750, 0.718, 2.373)  -0.3406
C (0.510, 0.205, 2.207)  -0.3365
S (1.490, -0.942, -0.560)  -0.4898
S (0.578, 0.766, -1.223)  0.0019
C (-1.166, 0.239, -1.459)  -0.5192
C (-1.371, -0.881, -2.461)  -0.6294
H (1.414, -0.066, 1.180)  0.3053
H (1.891, 1.774, 2.185)  0.2382
H (2.369, 0.300, 3.156)  0.2352
H (-0.335, 0.855, 2.018)  0.2522
H (0.240, -0.596, 2.886)  0.2343
H (-1.762, 1.135, -1.632)  0.2150
H (-1.451, -0.139, -0.469)  0.1896
H (-1.005, -0.497, -3.419)  0.2068
H (-0.723, -1.737, -2.282)  0.2305
H (-2.429, -1.133, -2.499)  0.2066



Entry 7:
Formula: C24H38N8O7P2SSiTi
Source: the Open Molecules 2025 dataset
Level of theory: wB97M-V/def2-TZVPD

Molecular weight = 720.59 Da
Calculated total energy = -112173.60157 eV
Charge = -2
Relative energy (zero: lowest compared OMol25 entry of this formula, charge and spin) = 2.5 kcal/mol
⟨S²⟩ = 2.016
Multiplicity = 3
LUMO (alpha / beta) = 4.16 / 4.16 eV

Each line ends with the Mulliken spin population.
Cartesian coordinates (Å):
Ti (0.956, -1.210, -0.140)  1.1225
N (-0.959, -3.519, -3.640)  0.0092
C (-0.525, -2.846, -2.443)  0.0671
S (-0.057, -1.167, -2.437)  -0.0145
N (-0.521, -3.583, -1.377)  -0.0404
N (-0.202, -2.860, -0.252)  0.2186
C (-0.813, -3.190, 0.845)  0.0758
C (-1.348, -4.550, 1.176)  -0.0368
C (-0.966, -5.215, 2.343)  0.0363
C (-1.495, -6.480, 2.617)  -0.0140
C (-2.340, -7.133, 1.694)  0.0208
C (-2.689, -6.502, 0.525)  -0.0074
C (-2.204, -5.212, 0.274)  0.0311
C (-0.951, -2.104, 1.773)  0.2659
C (-1.780, -2.198, 2.907)  0.0039
C (-2.132, -1.038, 3.549)  0.0683
C (-1.675, 0.229, 3.122)  0.0898
C (-0.878, 0.229, 2.021)  -0.0039
N (-0.445, -0.888, 1.416)  0.0801
H (-0.599, -3.129, -4.517)  0.0019
H (-0.847, -4.528, -3.478)  -0.0004
H (-0.321, -4.680, 3.022)  0.0029
H (-1.204, -6.961, 3.542)  -0.0005
H (-2.666, -8.125, 1.881)  0.0030
H (-3.353, -6.962, -0.185)  -0.0005
H (-2.633, -4.691, -0.602)  0.0014
H (-2.227, -3.142, 3.208)  0.0151
H (-2.748, -1.053, 4.424)  0.0062
H (-1.978, 1.195, 3.604)  0.0017
H (-0.433, 1.147, 1.635)  -0.0009
O (4.318, -1.569, 2.709)  0.0009
P (3.160, -2.614, 2.255)  0.0044
O (3.029, -3.757, 3.205)  -0.0002
O (1.924, -1.874, 1.758)  -0.0095
O (3.944, -3.134, 0.922)  0.0010
P (4.133, -2.308, -0.451)  0.0004
O (4.986, -1.042, 0.162)  -0.0001
O (4.979, -3.038, -1.408)  -0.0004
O (2.805, -1.685, -0.918)  -0.0110
H (4.713, -1.197, 1.869)  0.0001
H (4.884, -0.182, -0.352)  0.0005
C (2.652, 4.803, 1.820)  0.0000
Si (1.541, 3.235, 1.988)  -0.0040
C (-0.248, 3.883, 2.384)  -0.0005
C (2.053, 2.031, 3.336)  0.0030
C (1.520, 2.276, 0.434)  0.0917
C (1.217, 1.151, 0.029)  -0.0732
H (2.352, 5.691, 2.437)  -0.0001
H (2.713, 5.213, 0.776)  0.0000
H (3.674, 4.564, 2.205)  0.0001
H (-0.272, 4.175, 3.408)  0.0007
H (-1.020, 3.139, 2.335)  0.0034
H (-0.569, 4.708, 1.694)  -0.0001
H (1.974, 2.446, 4.369)  -0.0005
H (3.082, 1.668, 3.255)  0.0009
H (1.407, 1.167, 3.270)  -0.0005
N (4.714, 2.510, -0.905)  0.0002
N (4.199, 1.207, -1.166)  -0.0037
H (4.019, 3.035, -0.351)  0.0000
H (5.417, 2.328, -0.175)  0.0000
H (4.115, 1.045, -2.175)  -0.0002
H (3.225, 1.143, -0.809)  -0.0055
C (-3.678, 2.024, -3.007)  0.0000
C (-3.870, 3.241, -4.042)  0.0001
N (-2.608, 3.975, -4.150)  0.0000
C (-1.558, 2.979, -4.455)  0.0002
C (-1.328, 2.046, -3.286)  -0.0029
N (-2.432, 2.180, -2.310)  0.0008
C (-2.390, 3.491, -1.697)  -0.0007
C (-2.312, 4.573, -2.841)  0.0000
H (-3.670, 1.059, -3.567)  0.0000
H (-4.508, 1.984, -2.304)  0.0001
H (-4.676, 3.899, -3.708)  0.0000
H (-4.239, 2.846, -4.990)  0.0000
H (-0.635, 3.544, -4.704)  0.0000
H (-1.926, 2.452, -5.370)  0.0001
H (-0.401, 2.327, -2.775)  0.0004
H (-1.284, 1.011, -3.555)  0.0012
H (-1.548, 3.542, -1.065)  0.0008
H (-3.245, 3.591, -1.039)  0.0002
H (-1.280, 4.992, -2.846)  0.0000
H (-3.017, 5.395, -2.701)  0.0000



Entry 8:
Formula: C8H17OP
Source: the Open Molecules 2025 dataset
Level of theory: wB97M-V/def2-TZVPD

Molecular weight = 160.20 Da
Calculated total energy = -19902.12260 eV
Relative energy (zero: lowest compared OMol25 entry of this formula, charge and spin) = 0.0 kcal/mol
⟨S²⟩ = 2.019
Multiplicity = 3
LUMO (alpha / beta) = 0.72 / -2.06 eV

Each line ends with the natural charge from an NBO analysis.
Cartesian coordinates (Å):
C (1.946, 1.910, -0.748)  -0.5912
C (-0.579, 0.546, -1.836)  -0.7500
C (-0.568, 1.077, 0.769)  -0.6652
C (0.501, -2.059, 1.208)  -0.6813
C (-1.974, -1.773, 0.707)  -0.6632
C (1.499, 0.459, -0.287)  -0.5029
C (0.002, 0.351, -0.478)  0.2400
C (-0.544, -1.682, 0.162)  -0.2711
O (-1.173, -2.496, -2.333)  -0.8771
P (0.027, -2.320, -1.430)  1.0248
H (1.238, 2.212, -1.629)  0.2122
H (3.051, 1.944, -0.974)  0.2195
H (1.883, 2.497, 0.032)  0.1912
H (-1.415, -0.130, -2.034)  0.2641
H (0.271, 0.363, -2.467)  0.2376
H (-1.147, 1.546, -1.760)  0.2370
H (-0.317, 0.547, 1.570)  0.1999
H (-1.742, 1.168, 0.732)  0.2015
H (-0.154, 2.060, 0.690)  0.2125
H (1.308, -2.745, 0.927)  0.2333
H (0.105, -2.522, 2.023)  0.2161
H (0.947, -1.181, 1.663)  0.2068
H (-2.750, -1.820, -0.141)  0.2403
H (-2.120, -2.805, 1.118)  0.2251
H (-2.097, -1.101, 1.445)  0.2155
H (1.975, -0.378, -0.949)  0.2089
H (1.887, 0.267, 0.705)  0.2157



Entry 9:
Formula: C4H10ClN2
Source: the Open Molecules 2025 dataset
Level of theory: wB97M-V/def2-TZVPD

Molecular weight = 121.59 Da
Calculated total energy = -19805.61382 eV
Charge = +1
Relative energy (zero: lowest compared OMol25 entry of this formula, charge and spin) = 16.7 kcal/mol
LUMO = -3.18 eV

Each line ends with the natural charge from an NBO analysis.
Cartesian coordinates (Å):
C (0.318, -0.947, -0.747)  0.5454
C (-1.304, 0.234, 1.199)  -0.6826
C (0.694, 1.619, 0.431)  -0.6489
C (-0.465, 0.656, 0.037)  0.0338
N (1.032, -1.710, 0.076)  -0.7448
N (0.036, -1.111, -1.995)  -0.7513
Cl (-1.363, 1.381, -1.240)  0.0574
H (-1.521, 1.217, 1.650)  0.2538
H (-0.758, -0.216, 2.089)  0.2415
H (-2.154, -0.341, 0.946)  0.2473
H (1.328, 1.758, -0.424)  0.2384
H (1.170, 1.048, 1.270)  0.2106
H (0.390, 2.599, 0.845)  0.2618
H (1.343, -1.346, 0.964)  0.4258
H (1.547, -2.478, -0.186)  0.4119
H (-0.661, -0.380, -2.358)  0.4536
H (0.369, -1.983, -2.558)  0.4465



Entry 10:
Formula: CH9N3O
Source: the Open Molecules 2025 dataset
Level of theory: wB97M-V/def2-TZVPD

Molecular weight = 79.10 Da
Calculated total energy = -7698.48484 eV
Relative energy (zero: lowest compared OMol25 entry of this formula, charge and spin) = 0.0 kcal/mol
LUMO = 1.00 eV
SMILES string = NNN.CO

Each line ends with the natural charge from an NBO analysis.
Cartesian coordinates (Å):
C (2.122, -0.265, 0.199)  -0.2508
O (1.307, -1.398, -0.002)  -0.7326
H (1.030, -1.408, -0.922)  0.4704
H (2.361, -0.236, 1.262)  0.1794
H (3.055, -0.339, -0.371)  0.1641
H (1.601, 0.655, -0.084)  0.1710
N (-1.209, 0.507, -0.628)  -0.3369
N (-1.676, -0.678, 0.110)  -0.7216
N (-1.243, 1.645, 0.201)  -0.6608
H (-1.897, 0.671, -1.365)  0.3367
H (-0.499, 1.549, 0.890)  0.3415
H (-0.848, -1.059, 0.568)  0.3673
H (-1.978, -1.367, -0.568)  0.3417
H (-2.126, 1.723, 0.711)  0.3305



Entry 11:
Formula: C9H14O2
Source: the Open Molecules 2025 dataset
Level of theory: wB97M-V/def2-TZVPD

Molecular weight = 154.21 Da
Calculated total energy = -13651.67716 eV
Relative energy (zero: lowest compared OMol25 entry of this formula, charge and spin) = 91.8 kcal/mol
LUMO = 0.76 eV
SMILES string = CCc1ccc(O)cc1.CO

Each line ends with the natural charge from an NBO analysis.
Cartesian coordinates (Å):
C (1.630, -2.126, 0.926)  -0.4304
C (1.511, -3.073, -0.337)  -0.6094
C (0.710, -0.925, 0.948)  -0.0573
C (1.105, 0.401, 0.858)  -0.2011
C (-0.612, -1.029, 1.354)  -0.1698
C (0.243, 1.461, 0.810)  -0.2639
C (-1.541, -0.059, 1.344)  -0.2901
C (-1.126, 1.209, 1.195)  0.2899
O (-2.042, 2.188, 1.015)  -0.7049
H (1.505, -2.713, 1.913)  0.2175
H (2.618, -1.561, 1.251)  0.2189
H (2.393, -3.292, -0.993)  0.2229
H (2.075, 0.784, 0.769)  0.2142
H (-1.017, -1.949, 1.907)  0.2070
H (0.503, 2.564, 0.788)  0.2326
H (-2.630, -0.291, 1.615)  0.2211
H (-2.548, 1.975, 0.181)  0.4849
H (0.589, -2.556, -0.891)  0.2110
H (1.255, -4.031, -0.114)  0.2071
C (-0.315, 0.679, -2.715)  -0.2455
O (0.390, 1.436, -3.637)  -0.7190
H (0.248, 1.319, -4.482)  0.4586
H (-0.085, 1.255, -1.762)  0.1923
H (0.023, -0.300, -2.545)  0.1575
H (-1.352, 0.565, -2.967)  0.1560



Entry 12:
Formula: C2H4O3P
Source: the Open Molecules 2025 dataset
Level of theory: wB97M-V/def2-TZVPD

Molecular weight = 107.02 Da
Calculated total energy = -17568.47595 eV
Charge = -1
Relative energy (zero: lowest compared OMol25 entry of this formula, charge and spin) = 109.7 kcal/mol
LUMO (alpha / beta) = 4.07 / 4.07 eV

Each line ends with the natural charge from an NBO analysis.
Cartesian coordinates (Å):
C (1.209, 0.421, -0.108)  0.6948
C (-0.133, -0.357, 0.182)  0.0307
O (2.160, -0.379, -0.108)  -0.7650
O (1.121, 1.605, -0.399)  -0.7079
O (0.047, -1.664, 0.048)  -0.7143
P (-1.743, 0.363, -0.139)  0.2718
H (-0.811, -0.285, 2.048)  -0.2379
H (1.043, -1.743, 0.104)  0.5063
H (-1.226, 1.645, -0.082)  0.0210
H (-1.668, 0.394, -1.547)  -0.0995